Below is a structure of composition C16H37AuNSi4, with properties calculated with ωB97M-V/def2-TZVPD.

LUMO energy (spin up / spin down)	0.109 / 0.096	Ha
ΔE to the lowest compared entry with this formula, charge and spin	0.0	kJ/mol
HOMO (spin up / spin down)	-1.776 / -3.799	eV

```
! RIJCOSX wB97M-V def2-TZVPD def2/J DEFGRID3
* xyz -1 3
C -0.28564 1.64605 -4.81819
C 1.06883 1.37543 -4.45962
C 1.19945 1.70751 -3.04701
C -0.12482 2.00264 -2.58815
C -1.01684 2.00933 -3.66611
Au 0.11962 -0.25836 -2.63667
N -1.87372 -0.61292 0.18111
C 0.47348 -2.15898 -2.84353
C 1.91269 -1.86099 -2.89581
H 2.07287 1.63243 -2.41328
H 1.88396 1.08429 -5.11377
H -0.35063 2.25509 -1.49783
H -2.02883 2.44897 -3.64221
H -0.58222 1.91557 -5.85479
H 2.51789 -1.59698 -3.78630
H 0.03890 -2.65943 -1.90078
H -2.24887 -0.70961 -0.80455
H 2.68674 -1.94883 -2.10061
H -0.17386 -1.92225 -3.74572
C 3.17701 0.29904 0.09825
Si 1.66118 0.97562 0.96573
C 1.99314 0.85261 2.80691
C 1.55680 2.81268 0.65828
Si -0.08059 -0.38064 0.20772
Si -0.02810 -2.31307 1.50795
C 0.13757 -2.06725 3.37769
C -1.52429 -3.42546 1.23493
C 1.51597 -3.12610 0.82249
Si -2.17056 0.87471 1.07060
C -2.10644 0.88724 2.95177
C -2.17821 2.67842 0.55456
C -3.82796 0.06419 0.48506
H 3.99864 0.95724 0.41779
H 3.11100 0.33063 -0.99296
H 3.42591 -0.72312 0.39966
H 2.73772 1.63426 3.01321
H 1.12588 1.04839 3.44356
H 2.43821 -0.10205 3.10232
H 1.49660 3.08934 -0.39768
H 0.74577 3.30419 1.20320
H 2.50274 3.21152 1.05402
H -0.69131 -1.51745 3.83554
H 0.15412 -3.05071 3.87309
H 1.05484 -1.56092 3.69298
H -1.76411 -3.47979 0.15666
H -1.32116 -4.43386 1.62157
H -2.40582 -3.04846 1.76584
H 1.45505 -3.25310 -0.26406
H 2.42076 -2.55150 1.04155
H 1.60829 -4.11604 1.29103
H -1.20773 1.33741 3.39465
H -2.95108 1.51730 3.27942
H -2.25162 -0.10047 3.40560
H -2.25943 2.81153 -0.52930
H -3.08315 3.11755 1.00779
H -1.33615 3.28174 0.91272
H -3.89151 0.19346 -0.59402
H -3.83366 -0.98424 0.78474
H -4.69331 0.60623 0.97297
*
```

Below is a cluster of 2 separate species, C16H37BN3O9P2 in total, with properties calculated with ωB97M-V/def2-TZVPD.

LUMO energy	0.085	Ha
HOMO	-4.815	eV

```
! RIJCOSX wB97M-V def2-TZVPD def2/J DEFGRID3
* xyz -1 1
C -0.06436 -0.35857 1.42421
C -0.00560 -1.81003 1.01452
O 0.57611 -2.62457 1.67719
O -0.73888 -2.16150 -0.06642
C -0.33135 -1.58027 -1.33942
C 0.58779 -2.50350 -2.13139
B 2.07463 -1.93961 -2.43738
P 3.04671 -3.52184 -3.26106
N 2.46789 -4.06060 -4.65639
O 2.11309 -0.85656 -3.46435
C 3.25112 -0.12506 -3.11998
P 3.44345 1.33906 -4.13472
O 4.51896 2.26563 -3.76127
O 1.97927 2.01419 -4.19790
O 3.65104 0.74192 -5.61442
C 3.26942 -0.05985 -1.58385
N 2.27762 0.90147 -1.09743
C 4.63875 0.14009 -0.91463
C 4.83382 1.30809 0.03115
O 5.02046 2.56937 -0.62202
C 4.24309 3.60224 -0.21340
C 3.22385 4.08857 -1.19849
O 4.41547 4.13191 0.86024
O 2.83996 -1.39200 -1.29583
H -0.81641 -0.25508 2.20837
H -0.27931 0.32824 0.60923
H 0.89805 -0.09422 1.86776
H -1.26711 -1.40479 -1.87494
H 0.12077 -0.60265 -1.16805
H 0.10075 -2.72523 -3.08701
H 0.65627 -3.46314 -1.60996
H 3.02761 -4.57211 -2.30705
H 4.44075 -3.26323 -3.37591
H 1.69734 -3.46759 -4.94723
H 4.16297 -0.70209 -3.37491
H 1.70248 2.10590 -5.11735
H 3.02576 0.01605 -5.77228
H 1.80852 0.47686 -0.30923
H 1.60491 1.12320 -1.82123
H 5.41874 0.19228 -1.67947
H 4.80769 -0.76299 -0.32296
H 5.76150 1.11198 0.58132
H 4.04277 1.36874 0.78232
H 3.26720 5.17602 -1.25561
H 3.40879 3.66560 -2.18337
H 2.23137 3.77936 -0.86746
C -3.59737 0.01328 5.42683
C -4.79572 0.56888 4.67183
N -4.56091 0.69041 3.24568
C -5.56322 1.48212 2.55844
C -7.00425 0.95660 2.52169
C -4.13783 -0.52751 2.57451
C -5.05238 -1.75638 2.66194
H -2.70205 0.59876 5.21456
H -3.78665 0.05420 6.50039
H -3.39597 -1.02735 5.17179
H -5.01085 1.57171 5.05177
H -5.67920 -0.04656 4.90953
H -5.21800 1.64864 1.53462
H -5.57179 2.47029 3.03006
H -7.11692 0.11794 1.83605
H -7.67294 1.74798 2.17621
H -7.34925 0.64348 3.50780
H -3.15895 -0.80666 2.97091
H -3.95573 -0.29090 1.52360
H -5.41785 -1.92233 3.67674
H -4.49374 -2.64570 2.36558
H -5.91217 -1.68060 1.99757
*
```

Below is a structure of composition C16H37HgN9O5P2, with properties calculated with ωB97M-V/def2-TZVPD.

LUMO energy (spin up / spin down)	-0.074 / -0.128	Ha
ΔE to the lowest compared entry with this formula, charge and spin	57.4	kJ/mol
HOMO (spin up / spin down)	-11.393 / -11.419	eV

```
! RIJCOSX wB97M-V def2-TZVPD def2/J DEFGRID3
* xyz 1 2
Hg -0.41702 1.03812 1.10079
C 1.20717 -1.45452 4.07331
C 0.42464 -0.17297 4.08530
C -0.83956 -0.12884 4.66593
C -1.56597 1.04997 4.70620
C -1.03067 2.22060 4.19113
C 0.23169 2.20176 3.61743
C 0.95291 1.00184 3.54499
H 1.05146 -2.00698 4.99854
H 2.27217 -1.26297 3.95193
H 0.86587 -2.08570 3.24855
H -1.25063 -1.02767 5.10705
H -2.54498 1.05836 5.16756
H -1.58305 3.14790 4.25926
H 0.70578 3.12891 3.31892
H 1.98277 1.02019 3.20421
N -0.51440 3.09024 0.45354
N -2.84658 3.20001 0.93178
C -3.38960 2.04182 1.15233
N -4.69823 1.78565 0.97830
N -2.52563 1.06419 1.61098
N -2.91045 -0.21504 1.79712
O -4.08452 -0.56777 1.68877
O -2.01405 -1.00058 2.10934
H -0.28073 3.84019 1.09490
H -0.48413 3.48522 -0.48208
H -3.41872 3.91366 0.50186
H -5.32320 2.51996 0.70280
H -5.04504 0.87092 1.22245
C 3.34053 -1.64983 0.97779
N 2.31828 -1.79698 -0.06105
C 2.37440 -3.08054 -0.75078
P 1.97030 -0.38245 -0.83498
O 1.54273 0.67825 0.11500
O 0.82800 -0.86255 -1.87876
P -0.78884 -0.66250 -1.85905
O -1.27089 -0.35622 -0.49280
N -1.45019 -2.02340 -2.46013
C -1.74691 -3.12590 -1.54742
C -1.27127 -2.39448 -3.85860
N -1.04364 0.53042 -2.98853
C -2.32571 1.20611 -2.74197
C 0.04366 1.45994 -3.28940
N 3.18658 0.15615 -1.79594
C 3.56388 -0.61287 -2.97446
C 3.67579 1.52626 -1.74448
H 3.18191 -2.40214 1.74978
H 3.25334 -0.66041 1.42405
H 4.35077 -1.76913 0.57239
H 2.14324 -3.87444 -0.03933
H 3.36618 -3.27534 -1.17169
H 1.63358 -3.10787 -1.54646
H -1.75354 -2.75340 -0.52447
H -1.00279 -3.92296 -1.63584
H -2.73125 -3.53481 -1.77837
H -1.03709 -1.50511 -4.43783
H -2.19863 -2.82815 -4.23529
H -0.46715 -3.12689 -3.97925
H -3.06732 0.46383 -2.44849
H -2.65349 1.69511 -3.65891
H -2.24542 1.94927 -1.93986
H 0.91911 0.90736 -3.62441
H 0.32490 2.07227 -2.42252
H -0.28565 2.11567 -4.09434
H 3.07133 -1.58309 -2.95523
H 4.64472 -0.76236 -2.99906
H 3.26546 -0.09667 -3.89208
H 3.26295 2.01930 -0.86822
H 3.38572 2.08533 -2.63936
H 4.76516 1.52868 -1.67290
*
```

Number 1: energy -53881.17623 eV. Number 2: energy -59349.50954 eV. Number 3: energy -63587.82709 eV.